C4H7NO2 | wB97M-V/def2-TZVPD

Values from the calculation:
Calculated total energy in hartree: -361.71784
Spin multiplicity: 1
SMILES: O=C=NO.C=CC
Highest occupied orbital energy in eV: -9.93

Cartesian coordinates (Å):
C 3.090 0.439 0.590
C -1.329 -1.290 -0.228
C -1.488 1.080 0.059
C -1.003 -0.241 0.428
N 2.209 -0.167 0.092
O 3.756 1.038 1.346
O 1.902 -0.541 -1.188
H 0.910 -0.769 -1.216
H -0.834 -2.240 0.020
H -1.993 -1.302 -1.118
H -1.873 1.477 0.994
H -2.363 1.263 -0.704
H -0.646 1.677 -0.274
H -0.338 -0.424 1.199



C4H7NO2 | wB97M-V/def2-TZVPD

Values from the calculation:
Calculated total energy in hartree: -361.69520
Spin multiplicity: 1
SMILES: C=C(ON)C(C)=O
Highest occupied orbital energy in eV: -9.58

Cartesian coordinates (Å):
C 0.571 1.033 -1.622
C -0.319 0.117 -0.774
C 0.122 0.034 0.658
N -1.542 -1.523 1.286
C 1.138 0.564 1.324
O -0.235 -1.457 0.643
O -1.476 -0.074 -1.169
H -1.591 -2.508 1.543
H -2.174 -1.431 0.484
H 0.641 0.575 -2.612
H 1.584 1.171 -1.251
H 0.091 2.011 -1.702
H 1.496 0.066 2.222
H 1.694 1.424 0.972



C4H7NO2 | wB97M-V/def2-TZVPD

Values from the calculation:
Calculated total energy in hartree: -361.78378
Spin multiplicity: 1
SMILES: [H]/N=C1/CO[C@H](C)O1
Highest occupied orbital energy in eV: -10.09

Cartesian coordinates (Å):
C 1.728 -0.726 -0.034
C 0.514 -0.162 0.693
O 0.288 1.167 0.216
C -1.107 1.390 0.068
C -1.467 0.043 -0.460
N -1.879 -0.609 -1.449
O -0.689 -0.834 0.447
H 2.003 -1.723 0.329
H 2.577 -0.054 0.137
H 1.542 -0.779 -1.111
H 0.684 -0.138 1.777
H -1.243 2.247 -0.593
H -1.619 1.568 1.024
H -1.317 -1.392 -1.032



C4H7NO2 | wB97M-V/def2-TZVPD

Values from the calculation:
Calculated total energy in hartree: -361.72952
Spin multiplicity: 1
Highest occupied orbital energy in eV: -8.33

Cartesian coordinates (Å):
O -1.281 0.429 0.596
C 0.291 0.440 0.673
C 0.554 -1.083 0.768
O -0.533 -1.611 0.039
C -0.951 -0.586 -0.845
N -0.189 0.212 -1.536
C 0.768 0.931 -0.677
H -1.680 1.198 0.139
H 0.378 1.027 1.563
H 1.513 -1.399 0.314
H 0.543 -1.436 1.802
H -1.937 -0.847 -1.210
H 1.821 0.685 -0.904
H 0.704 2.040 -0.722



C4H7NO2 | wB97M-V/def2-TZVPD

Values from the calculation:
Calculated total energy in hartree: -361.82635
Spin multiplicity: 1
SMILES: [H]/N=C1/CO[C@H](C)O1
Highest occupied orbital energy in eV: -10.14

Cartesian coordinates (Å):
C -1.712 0.772 -0.016
C -0.756 -0.227 0.624
O -0.422 -1.273 -0.276
C 0.996 -1.317 -0.367
C 1.343 0.112 -0.059
N 2.197 0.856 -0.608
O 0.448 0.489 0.898
H -2.428 1.160 0.710
H -2.238 0.286 -0.837
H -1.140 1.622 -0.418
H -1.106 -0.663 1.570
H 1.297 -1.637 -1.364
H 1.419 -1.990 0.394
H 2.102 1.809 -0.252



C4H7NO2 | wB97M-V/def2-TZVPD

Values from the calculation:
Calculated total energy in hartree: -361.77729
Spin multiplicity: 1
SMILES: C/N=C1\COCO1
Highest occupied orbital energy in eV: -8.75

Cartesian coordinates (Å):
C 2.432 0.099 -0.547
N 1.372 -0.577 0.148
C 0.142 -0.359 0.174
C -0.712 0.919 0.216
O -1.980 0.498 -0.238
C -2.146 -0.761 0.268
O -0.751 -1.413 0.301
H 2.155 0.346 -1.601
H 2.835 0.917 0.059
H 3.180 -0.680 -0.628
H -0.461 1.785 -0.404
H -0.755 1.221 1.283
H -2.958 -1.189 -0.370
H -2.354 -0.807 1.339



For the records above, the corresponding molar mass values read 101.10; 101.10; 101.10; 101.10; 101.10; 101.10 g/mol.